Entry 1:
This record from the Open Molecules 2025 dataset describes a structure of composition C8H14FN3O6S. The level of theory is ωB97M-V with the def2-TZVPD basis set.

Each line ends with the Mulliken charge.
Positions of all 33 atoms, in Å:
C: 0.06796 -0.16052 4.25393  -1.454
C: 0.81052 -1.02226 3.27034  0.751
N: 1.22756 -2.19640 3.53161  -0.685
C: 1.09010 -0.49236 1.88494  -1.057
C: -0.03073 -0.80563 0.90056  1.504
C: -0.01843 0.11801 -0.33996  -1.127
C: 0.38717 -0.57424 -1.59799  0.548
O: 1.40114 -1.12504 -1.80517  -0.499
F: -0.54284 -0.49160 -2.55986  -0.330
C: -0.18235 -2.28849 0.60807  -0.965
O: -1.56697 -2.41272 0.24084  -0.397
S: -2.35881 -1.69821 1.43472  1.181
O: -2.31426 -2.54791 2.57334  -0.563
O: -3.59361 -1.15864 1.00572  -0.578
O: -1.32558 -0.50143 1.56049  -0.377
H: 0.72372 0.11915 5.07775  0.448
H: -0.75985 -0.73102 4.67189  0.354
H: -0.32554 0.74784 3.80925  0.325
H: 0.95792 -2.47269 4.47550  0.263
H: 1.98765 -1.00390 1.53146  0.366
H: 1.31151 0.57244 1.88172  0.474
H: -1.00099 0.55904 -0.46489  0.371
H: 0.70329 0.92198 -0.20560  0.426
H: 0.02151 -2.85286 1.51796  0.471
H: 0.45237 -2.70103 -0.16496  0.518
C: 0.49030 3.19883 -4.16925  0.642
O: 0.80133 3.60351 -3.06196  -0.642
N: -0.08051 1.97119 -4.35645  -0.288
N: 0.69055 3.93902 -5.30329  -0.386
H: -0.34499 1.60343 -5.24977  0.162
H: -0.23076 1.41576 -3.53810  0.152
H: 1.10886 4.84266 -5.19181  0.231
H: 0.44279 3.62408 -6.22104  0.161

Atoms 1-2, force components in eV/Å:
C -0.0976 0.0116 0.0425
C 0.2057 -0.4022 0.2336

largest force on an atom	1.01	eV/A
highest occupied orbital energy	-0.3740	Eh
molecular weight	299.3	Da
LUMO energy	0.522	eV
DFT total energy	-38831.5177	eV



Entry 2:
This record from the Open Molecules 2025 dataset describes a structure of composition C27H35F5IrN3O5PTe. The level of theory is ωB97M-V with the def2-TZVPD basis set.

Each line ends with the Mulliken spin population.
Positions of all 78 atoms, in Å:
Ir: 0.79675 0.57068 0.40688  0.410
C: 3.17879 0.16747 -1.69772  0.005
N: 2.54894 1.32560 -1.04968  0.047
C: 3.53725 2.10869 -0.26422  -0.020
C: 4.20000 1.40097 0.91061  -0.007
C: 3.25086 1.10469 2.06714  -0.011
N: 2.37298 0.01276 1.64563  0.051
C: 2.51467 -1.13375 2.21560  0.006
C: 1.95066 -2.36003 1.73794  -0.018
C: 2.06125 -3.54183 2.48857  0.001
C: 1.58327 -4.72757 1.99287  -0.001
C: 1.02258 -4.74744 0.70448  0.001
C: 0.92055 -3.60708 -0.05496  0.001
C: 1.34191 -2.37197 0.46887  0.031
O: 1.22843 -1.28891 -0.25306  0.090
C: 2.03524 2.26502 -2.07260  0.011
C: 0.98118 1.72388 -3.03082  0.002
C: -0.20246 1.06103 -2.31766  0.033
N: -0.31750 1.64824 -0.98356  0.033
C: -1.20170 2.54736 -0.73835  0.000
C: -1.17095 3.36586 0.45462  0.019
C: -2.20421 4.26678 0.72357  0.002
C: -2.16334 5.06626 1.84389  -0.001
C: -1.06441 4.97615 2.70181  -0.001
C: -0.02606 4.10481 2.44515  -0.004
C: -0.07456 3.27272 1.32505  0.010
O: 0.94903 2.44402 1.09264  0.043
H: 4.01282 0.49243 -2.33250  0.001
H: 2.44581 -0.36291 -2.29929  0.002
H: 3.53739 -0.53314 -0.94968  -0.002
H: 3.00980 2.98600 0.10896  0.002
H: 4.31334 2.45339 -0.95955  -0.002
H: 5.00181 2.04848 1.27179  -0.001
H: 4.67173 0.47008 0.58761  0.001
H: 2.64153 1.97059 2.30802  0.000
H: 3.81474 0.80821 2.95318  -0.001
H: 3.19546 -1.19005 3.06467  -0.002
H: 2.52237 -3.49900 3.46909  0.000
H: 1.64463 -5.63522 2.57654  0.000
H: 0.65664 -5.68373 0.30039  0.000
H: 0.49269 -3.61705 -1.04866  -0.001
H: 2.88159 2.63742 -2.66458  -0.001
H: 1.62224 3.11077 -1.52320  -0.002
H: 1.40722 1.02197 -3.74945  -0.001
H: 0.64200 2.58965 -3.60482  -0.001
H: -0.04735 -0.00851 -2.19279  -0.004
H: -1.12928 1.18380 -2.87874  0.000
H: -1.92583 2.78299 -1.51399  0.000
H: -3.04600 4.30571 0.04298  0.000
H: -2.97670 5.74267 2.06641  0.000
H: -1.02970 5.59118 3.59272  0.000
H: 0.81810 4.01712 3.11673  0.000
C: -3.49469 -4.32811 0.45305  0.000
C: -2.70601 -3.29208 -0.31214  0.002
O: -3.42439 -2.05044 -0.23984  0.005
P: -2.74402 -0.69467 -0.76529  0.026
O: -1.28792 -0.63854 -0.36772  0.248
Te: -4.26119 1.03440 -0.29549  -0.002
O: -2.64842 -0.94448 -2.36886  0.009
C: -3.83100 -1.17440 -3.14375  0.001
C: -3.41235 -1.35715 -4.58410  0.000
H: -2.94770 -5.27263 0.47856  0.000
H: -4.46718 -4.50017 -0.00870  0.000
H: -3.65598 -3.99029 1.47686  0.000
H: -2.59136 -3.57385 -1.36427  0.000
H: -1.71767 -3.15567 0.11382  -0.002
H: -4.50548 -0.32351 -3.02527  0.000
H: -4.34444 -2.06226 -2.76420  0.000
H: -2.91381 -0.45984 -4.95393  0.000
H: -4.28732 -1.54791 -5.20720  0.000
H: -2.72379 -2.19726 -4.68520  0.000
F: -1.53290 1.01903 1.91560  0.004
C: -0.36853 0.36557 2.11908  -0.005
F: 0.26561 1.01139 3.14939  -0.001
C: -0.80729 -0.99877 2.78772  -0.007
F: -0.96972 -2.00655 1.94226  -0.002
F: 0.10605 -1.37860 3.70457  0.000
F: -1.95473 -0.82049 3.44048  0.000

Atoms 1-2, force components in eV/Å:
Ir 1.4233 0.7230 0.6239
C 0.1327 0.0427 -0.0399

energy above the lowest of the compared OMol25 structures with the same formula, charge and spin	41.1	kJ/mol
largest force on an atom	1.71	eV/A
highest occupied orbital energy (alpha / beta)	-0.2431 / -0.2430	Eh
molecular weight	927.4	Da
⟨S²⟩	0.75
spin multiplicity	2
LUMO energy (alpha / beta)	-0.523 / -1.639	eV
DFT total energy	-76284.9233	eV